Entry 1:
This record from OMol25 describes a molecular structure, C25H47AlB2Br4F8N2NaO7 in a non-equilibrium geometry. The level of theory is the ωB97M-V functional and the def2-TZVPD basis.

Summary:
Calculated total energy ... -358278.6723 eV
Strongest force on any atom ... 2.6 eV Å⁻¹
Total charge ... -1
LUMO ... -3.724 eV
Gap between HOMO and LUMO ... 0.052 Ha

```
97
Properties=species:S:1:pos:R:3:forces:R:3:mulliken_charge:R:1
C -2.7247 -1.7215 -1.8267 -0.13 -0.39 -0.16 -1.454
C -2.2914 -1.5298 -3.2739 -0.53 0.75 0.39 -0.227
C -1.0618 -0.6206 -3.4802 -0.06 -0.54 0.45 0.394
C -0.2228 -1.0944 -4.6652 0.70 0.27 1.09 -2.104
C 0.3388 -2.5135 -4.3689 -1.13 -1.65 -1.52 0.026
C -0.3932 -3.4182 -5.4123 0.15 0.25 -0.75 -1.174
C 0.3787 -3.1197 -6.6926 0.81 -0.07 0.36 0.248
O -0.0024 -3.1958 -7.8191 0.01 0.28 0.23 -0.566
N 1.7189 -2.7126 -6.2751 -1.75 -0.04 -0.52 -0.115
C 1.8005 -2.7957 -4.7903 1.15 -0.07 -0.60 2.144
C 2.3167 -4.2299 -4.5615 -0.56 -0.42 0.57 -2.577
C 2.9459 -1.8491 -4.3299 -0.38 0.79 0.17 -0.493
F 4.0812 -2.5857 -4.0174 0.20 -0.29 -0.19 -0.481
C 2.7111 -0.9216 -3.1549 0.18 -0.25 0.48 -0.331
C 2.8002 -1.5872 -1.7717 0.09 0.76 -0.37 -0.312
H -1.9032 -2.0795 -1.2078 0.11 0.17 0.19 0.287
H -3.5021 -2.4848 -1.7700 -0.05 -0.06 -0.02 0.456
H -3.1694 -0.8219 -1.4162 0.22 0.29 0.15 0.256
H -2.1600 -2.5214 -3.7080 0.33 -0.13 -0.12 -0.029
H -3.1365 -1.0869 -3.8023 0.04 -0.01 -0.26 0.482
H -0.4531 -0.5944 -2.5747 0.21 -0.39 0.12 0.152
H -1.4093 0.4066 -3.6601 0.08 0.02 -0.05 0.104
H 0.6165 -0.4313 -4.8628 -0.19 0.32 -0.01 0.468
H -0.8754 -1.0820 -5.5328 0.07 -0.05 -0.25 0.605
H 0.0265 -2.9636 -3.4227 0.45 0.80 0.68 1.013
H -0.4071 -4.4963 -5.2267 0.02 -0.09 -0.01 0.623
H -1.4113 -3.1287 -5.6452 -0.19 0.00 0.37 0.456
H 2.0126 -1.8415 -6.7034 0.23 -0.14 -0.13 0.289
H 2.5900 -4.4068 -3.5074 0.48 0.37 -0.29 0.182
H 1.5719 -4.9923 -4.8447 0.60 0.64 -1.11 0.674
H 3.1594 -4.4266 -5.2063 0.27 0.03 0.12 0.430
H 3.2337 -1.2501 -5.1946 -0.04 0.10 -0.07 0.411
H 3.5333 -0.2075 -3.1857 0.04 0.13 -0.08 0.559
H 1.7986 -0.3320 -3.2297 -0.04 -0.08 -0.14 0.086
H 1.9417 -2.2012 -1.5065 -0.05 -0.17 -0.04 0.076
H 2.8313 -0.7362 -1.0946 -0.11 -0.36 0.27 -0.447
H 3.7439 -2.1094 -1.6445 -0.05 -0.26 -0.01 0.443
Na 0.8353 -5.4274 -3.2761 -1.46 -0.80 2.01 0.884
C -1.5898 -7.0040 -0.0039 -1.62 0.50 0.23 -0.524
O -0.5674 -6.2993 -0.5513 2.23 -1.03 0.13 -0.580
H -2.1234 -6.6073 0.8904 0.07 -0.01 0.05 0.436
H -2.4324 -7.3101 -0.6428 0.32 -0.07 -0.29 0.298
H -1.2570 -8.0308 0.3771 -1.08 -0.90 0.20 0.176
Al 0.4107 -7.9502 0.6447 0.28 1.72 -0.99 0.185
C 0.9177 0.4670 1.4810 0.32 0.06 -0.09 -0.186
Br -0.8534 1.0856 1.0381 -0.27 0.04 -0.03 -0.030
Br 0.9911 -1.4549 1.4604 0.00 0.05 -0.03 -0.035
Br 2.2451 1.3067 0.3777 -0.07 0.03 0.30 0.040
H 1.1253 0.7681 2.4969 -0.03 -0.01 0.03 0.237
Br 2.8647 -4.4174 -8.0539 0.24 0.03 0.24 -0.276
O 0.0631 1.6222 -2.7713 0.39 -0.10 -0.17 -0.386
H -0.0687 2.0153 -1.8902 -0.27 -0.15 -0.06 0.207
F -3.6541 -7.0046 1.7553 0.18 -0.02 0.04 -0.869
C -4.7775 4.7451 7.6335 0.01 0.06 -0.12 -1.206
C -4.4631 3.6835 6.5738 -0.06 0.14 0.25 -0.416
C -3.0265 3.1681 6.5711 -0.21 -0.02 -0.07 -0.503
N -2.0259 3.9284 5.7232 0.06 -0.24 0.20 0.194
C -2.1697 3.4876 4.2857 0.05 0.01 -0.27 -0.666
C -1.0731 4.0288 3.3937 0.23 0.28 -0.02 -0.720
C 0.3144 3.6798 3.9189 0.01 -0.08 -0.01 -0.249
C 0.4762 4.0901 5.3783 0.03 0.04 -0.18 -0.873
C -0.6528 3.5422 6.2318 0.23 0.08 -0.09 -0.666
C -2.2143 5.3971 5.8440 0.08 0.00 -0.06 -1.225
H -4.4350 5.7402 7.3554 0.03 0.01 0.03 0.309
H -5.8534 4.8156 7.7850 0.00 -0.02 0.00 0.388
H -4.3246 4.4883 8.5924 -0.02 -0.03 0.01 0.307
H -4.7673 4.0257 5.5828 0.00 -0.08 -0.04 0.243
H -5.0899 2.8189 6.7962 0.06 -0.08 -0.12 0.424
H -3.0040 2.1495 6.1879 0.09 -0.01 0.02 0.342
H -2.6298 3.1465 7.5858 0.00 0.10 0.02 0.469
H -2.1382 2.3976 4.2906 -0.01 -0.01 0.04 0.463
H -3.1539 3.8087 3.9478 -0.04 -0.05 0.05 0.288
H -1.1984 3.5978 2.4034 -0.13 -0.05 -0.05 0.467
H -1.1678 5.1108 3.2681 -0.05 -0.01 0.01 0.307
H 1.0764 4.1612 3.3078 0.01 -0.04 -0.02 0.377
H 0.4758 2.6012 3.8275 -0.03 0.00 0.00 -0.075
H 0.5380 5.1772 5.4655 -0.02 0.00 0.03 0.326
H 1.4192 3.7074 5.7700 -0.05 -0.04 0.09 0.441
H -0.5865 3.9041 7.2571 -0.07 -0.04 0.03 0.462
H -0.6275 2.4518 6.2404 -0.05 -0.01 0.00 0.457
H -2.1448 5.6683 6.8937 -0.08 0.03 0.02 0.342
H -3.1795 5.6642 5.4259 -0.04 0.02 0.09 0.373
H -1.4401 5.9089 5.2855 0.02 -0.02 0.00 0.546
B -2.8744 2.2239 -4.7838 -0.30 0.51 0.09 0.364
F -4.1626 2.2218 -5.3462 0.06 -0.09 0.02 -0.380
F -2.1552 1.1000 -5.2540 -0.10 0.04 -0.42 -0.257
F -2.2011 3.4019 -5.1331 0.01 -0.11 0.00 -0.396
F -2.9823 2.1395 -3.3706 0.02 -0.14 -0.04 -0.406
B 7.2893 -0.9047 0.6159 0.52 -0.59 -0.10 0.588
O 6.6655 -0.4770 1.9093 -0.23 0.31 -0.19 -0.450
C 5.8319 0.5125 1.6819 0.06 -0.23 0.63 0.651
O 5.1613 1.0813 2.5076 -0.04 0.04 -0.12 -0.641
C 5.8444 0.8206 0.1765 0.05 0.02 -0.54 0.657
O 5.1789 1.6700 -0.3616 -0.08 0.03 -0.02 -0.683
O 6.6818 0.0003 -0.4127 -0.25 0.23 0.28 -0.407
F 6.9676 -2.2280 0.3407 -0.08 0.14 0.02 -0.358
F 8.6643 -0.7322 0.6615 -0.12 0.08 0.02 -0.340
```
Forces are in eV/Å.

=====

Entry 2:
This record from OMol25 describes a molecular structure, C33H35F5HfN4P2S in a non-equilibrium geometry. The level of theory is the ωB97M-V functional and the def2-TZVPD basis.

Summary:
Calculated total energy ... -85028.9760 eV
ΔE to the lowest compared entry with this formula, charge and spin ... 4.092 eV
Strongest force on any atom ... 7.9 eV Å⁻¹
Total charge ... +2
LUMO (alpha / beta) ... -9.123 / -9.166 eV
Gap between HOMO and LUMO (alpha / beta) ... 0.145 / 0.137 Ha

```
81
Properties=species:S:1:pos:R:3:forces:R:3:mulliken_charge:R:1
Hf 1.6108 0.1818 1.2020 0.18 -2.48 0.75 0.876
C 0.5527 -4.3302 -0.8809 -0.23 -1.30 -1.54 -1.059
C 0.7720 -3.0579 -1.1731 0.49 1.30 0.75 0.001
C -0.0843 -2.0664 -1.9270 -0.25 0.83 0.54 -1.090
C -1.2254 -1.3315 -1.1332 -0.88 -1.52 -1.75 1.702
C -2.1754 -2.1922 -0.3224 0.29 2.62 0.16 -0.592
C -2.0400 -3.5013 -0.1521 0.59 -2.36 -0.18 -0.815
C -1.9646 -4.3887 -1.3561 1.72 1.18 -0.49 -0.405
C -0.6614 -5.1686 -1.3024 0.35 -0.32 0.28 -1.058
C 0.0969 -0.9282 2.2481 0.31 0.18 0.27 -0.414
H 1.4083 -4.9484 -0.5978 -0.25 0.34 0.67 0.585
H 1.7245 -2.6110 -0.7879 -0.43 -0.47 -0.48 0.478
H -0.4818 -2.4647 -2.8620 -0.03 -0.15 0.18 0.525
H 0.5890 -1.2531 -2.2408 -0.04 -0.28 -0.01 0.393
H -0.7562 -0.6275 -0.4038 0.25 0.13 0.38 -1.192
H -1.7274 -0.6801 -1.8563 0.01 0.29 0.22 0.584
H -2.8757 -1.6031 0.2678 0.76 0.15 1.12 0.507
H -1.6714 -3.9967 0.7748 -2.09 0.22 0.18 0.288
H -1.9201 -3.7151 -2.2260 -0.25 -0.24 0.08 0.196
H -2.8555 -4.9958 -1.5533 0.12 0.02 0.63 0.434
H -0.7253 -5.9920 -0.5730 -0.08 0.09 -0.36 0.379
H -0.5049 -5.5928 -2.2974 0.37 -0.27 0.17 0.450
H 0.2395 -1.8348 1.6785 0.18 -0.97 -0.28 -0.296
H -0.9651 -0.7212 2.1667 -0.24 0.09 -0.07 0.339
H 0.3432 -1.1232 3.3167 0.00 0.08 -0.62 0.450
P -0.5699 1.7120 1.6571 -6.36 4.52 1.23 0.489
P 1.3209 1.7463 -1.6826 -2.36 3.45 -4.91 0.331
N -2.4778 1.3211 1.7272 2.08 -0.72 0.57 0.644
N -0.8679 3.2381 2.5651 1.20 -1.43 -0.22 0.565
N -0.0861 1.8896 -2.9428 0.63 -1.22 1.19 0.622
N 2.1736 2.9527 -2.7348 0.86 -0.16 1.20 0.345
C -0.7492 2.4232 0.0182 0.42 -0.25 -1.07 -0.237
C 0.5794 2.9572 -0.5258 0.56 -0.01 0.53 -1.963
C -3.0793 0.5928 2.7433 -0.42 -0.52 0.16 -0.613
C -4.4526 0.5639 2.5473 0.84 0.27 -0.23 -0.800
C -4.7293 1.3537 1.3843 1.86 0.03 0.36 -0.858
C -3.5037 1.8243 0.9309 -0.37 -0.06 -0.78 -0.272
C -0.2815 3.5067 3.7961 -0.71 2.12 0.26 -0.428
C -0.7640 4.7412 4.2489 0.40 -1.35 -0.52 -0.740
C -1.7234 5.2042 3.2903 0.57 -1.16 -0.31 -0.587
C -1.7803 4.2602 2.2887 0.16 0.22 -0.08 -0.324
C -0.6565 0.8443 -3.6676 -0.86 0.11 -0.47 -1.058
C -1.7592 1.3071 -4.3709 0.76 0.48 0.60 -0.679
C -1.8369 2.7300 -4.1270 0.45 -0.65 0.56 -0.922
C -0.8312 3.0461 -3.2366 -0.33 -0.33 -0.10 -0.341
C 2.0864 3.3091 -4.1014 0.78 0.61 0.00 -0.332
C 2.8517 4.4650 -4.3231 -0.97 -2.10 1.47 -0.652
C 3.4618 4.8019 -3.0711 -0.64 -0.85 0.22 -0.598
C 3.0283 3.8803 -2.1350 0.57 0.60 -0.57 -0.431
H -1.4327 3.2692 0.0690 -0.03 -0.30 0.09 -0.132
H -1.2030 1.6629 -0.6404 0.12 0.33 0.03 0.710
H 0.4541 3.9564 -0.9680 0.25 -0.44 0.01 0.495
H 1.3433 3.0907 0.2739 -0.26 0.23 0.08 0.902
H -2.4689 0.1621 3.5355 -0.33 0.06 -0.20 0.486
H -5.1838 0.0425 3.1514 0.22 0.13 0.02 0.477
H -5.6794 1.5622 0.9332 -0.15 0.09 -0.02 0.514
H -3.2916 2.4848 0.0947 -0.24 -0.37 0.19 0.425
H 0.4028 2.8122 4.2167 0.46 -0.28 0.39 0.451
H -0.4649 5.2546 5.1521 -0.06 -0.19 -0.07 0.448
H -2.3059 6.1116 3.3265 0.04 -0.07 0.01 0.469
H -2.3865 4.2360 1.3980 -0.06 0.09 0.20 0.382
H -0.1957 -0.1304 -3.7140 -0.10 0.12 0.16 0.826
H -2.4676 0.7223 -4.9538 0.51 0.14 -0.01 0.481
H -2.5439 3.4321 -4.5779 0.36 -0.33 0.34 0.490
H -0.6014 4.0072 -2.8172 0.21 0.07 -0.02 0.503
H 1.5441 2.6906 -4.7972 -0.13 0.12 0.07 0.443
H 2.9242 4.9857 -5.2536 0.09 0.07 -0.28 0.472
H 4.1416 5.6194 -2.9091 -0.03 0.07 0.18 0.467
H 3.2599 3.8251 -1.0825 0.05 0.02 0.01 0.303
F 4.1365 -7.4302 2.8043 0.13 1.73 -0.29 -0.223
C 4.0410 -6.0959 2.6614 -0.95 -0.31 0.39 0.525
C 2.7871 -5.5147 2.4008 -0.27 -0.66 -0.05 -0.148
F 1.6778 -6.2827 2.2313 1.24 0.82 0.22 -0.294
C 2.6555 -4.1303 2.3541 -0.92 0.71 -0.20 0.722
F 1.4044 -3.6413 2.2233 0.38 -0.29 -0.20 -0.156
C 3.7070 -3.2173 2.4726 -0.35 -0.17 -0.23 -0.316
S 3.3572 -1.2934 2.0485 0.28 -1.49 0.04 -0.316
C 4.9400 -3.8446 2.8083 0.51 1.84 0.03 0.483
F 6.0000 -3.0709 3.0734 -0.41 -0.39 -0.26 -0.285
C 5.1036 -5.2244 2.9168 0.72 -1.17 0.15 0.206
F 6.2895 -5.7798 3.2805 -1.29 1.08 -0.47 -0.240
```
Forces are in eV/Å.

=====

Entry 3:
This record from OMol25 describes 2 unconnected molecules or ions with the total composition C5H11IO in a non-equilibrium geometry. The level of theory is the ωB97M-V functional and the def2-TZVPD basis.

Summary:
Calculated total energy ... -15508.9205 eV
ΔE to the lowest compared entry with this formula, charge and spin ... 0.218 eV
Structure (SMILES) ... C=CC.COCI
Strongest force on any atom ... 5.6 eV Å⁻¹
LUMO ... 0.519 eV
Gap between HOMO and LUMO ... 0.351 Ha

```
18
Properties=species:S:1:pos:R:3:forces:R:3:mulliken_charge:R:1
C -0.2192 2.0231 1.3783 -0.02 -0.95 1.74 -0.773
C -0.5574 1.7576 0.1548 -2.46 0.22 -1.11 0.080
C -1.7722 0.9862 -0.3492 4.18 0.74 -1.79 -1.120
H 0.6556 2.5803 1.5960 0.55 0.73 0.23 0.297
H -0.7260 1.5509 2.2183 0.12 0.09 -0.08 0.286
H -0.1418 2.3536 -0.6164 0.95 0.15 -0.84 0.301
H -2.4659 1.6089 -0.8021 -1.14 1.44 -1.16 0.399
H -2.2851 0.4206 0.2873 -1.74 -2.28 3.24 0.414
H -1.3432 0.3077 -1.0942 -0.43 0.06 -0.26 0.120
C 0.3166 -1.9448 -1.1992 -3.26 0.26 -0.70 -0.696
O 1.1536 -0.9373 -0.8034 0.02 0.80 -1.65 -0.320
C 1.8921 -1.0759 0.2941 -3.18 4.26 1.68 -0.672
I 0.6406 -1.4882 2.0747 0.28 -0.39 0.03 -0.067
H -0.7450 -1.7529 -0.7597 1.75 -0.78 -0.02 0.249
H 0.7304 -2.8943 -0.9156 -0.22 -0.76 -0.23 0.374
H 0.0586 -1.8084 -2.2773 0.92 -0.46 0.57 0.259
H 2.1079 -0.0270 0.4963 0.80 -0.27 0.49 0.307
H 2.7003 -1.6601 0.3174 2.88 -2.85 -0.13 0.561
```
Forces are in eV/Å.

=====

Entry 4:
This record from OMol25 describes a molecular structure, C24H26N2O4S in a non-equilibrium geometry. The level of theory is the ωB97M-V functional and the def2-TZVPD basis.

Summary:
Calculated total energy ... -47293.6861 eV
ΔE to the lowest compared entry with this formula, charge and spin ... 22.939 eV
Strongest force on any atom ... 19.9 eV Å⁻¹
LUMO ... 0.573 eV
Gap between HOMO and LUMO ... 0.309 Ha

```
57
Properties=species:S:1:pos:R:3:forces:R:3:mulliken_charge:R:1
C 2.6186 6.9675 2.6045 0.33 -2.90 3.29 -2.023
C 2.5488 5.4478 2.6338 2.17 1.47 4.46 0.658
C 1.7321 4.6178 1.9120 -1.62 11.42 -1.20 -0.670
C 1.6598 3.3735 2.1180 -2.68 -4.31 -2.35 1.417
C 2.5005 2.9095 2.9050 8.91 -6.60 9.84 0.554
C 3.4713 3.6213 3.8219 -1.16 -0.44 -1.67 -0.640
C 3.4304 4.9881 3.7723 -1.02 -1.74 -4.48 -0.956
H 4.3017 5.5729 4.0330 -0.47 0.38 0.76 0.333
H 4.3005 3.1442 4.3663 -0.91 -0.38 -0.20 0.304
N 2.5449 1.3999 3.1745 2.68 3.60 1.42 -0.151
C 1.9422 0.4247 2.6115 -7.52 17.31 -6.21 0.106
O 2.0074 -0.6303 2.7319 1.47 -18.28 1.86 -0.390
C 0.6741 1.2839 1.5720 2.83 -16.32 5.49 0.299
C 0.8501 2.4395 1.5067 -2.31 13.16 -4.70 0.468
S -0.3942 3.0650 0.2555 0.01 -1.53 1.00 -0.438
C -0.9219 1.3558 0.2698 -6.75 5.70 -10.29 0.301
C -0.3423 0.5333 0.9385 5.56 -5.92 5.80 -1.324
H -0.3785 -0.5500 1.0679 -0.39 0.41 -0.32 0.477
C -2.0265 1.0358 -0.8585 -0.62 13.91 12.45 0.772
O -2.9519 1.9197 -0.6117 1.28 -2.42 -1.76 -0.750
N -2.0593 0.1475 -1.6359 5.56 -9.98 -2.11 0.472
C -0.9664 -0.9515 -1.5238 -1.48 4.90 -7.06 -2.106
H -0.0460 -0.5847 -1.2925 2.18 1.46 1.13 1.092
H -0.9011 -1.1925 -2.5962 0.75 1.15 -0.87 0.205
C -1.1757 -2.2245 -1.1941 -7.22 -3.50 10.89 -0.111
C -0.1433 -3.1382 -0.8618 2.45 0.17 6.77 -0.336
O 0.2236 -3.2777 -2.0937 5.42 -5.23 -4.22 -0.362
C 1.5833 -4.4005 -2.1617 0.30 8.17 -1.89 0.171
C 2.7516 -3.6263 -1.4955 1.46 -1.82 -9.02 -1.269
H 2.6388 -3.4005 -0.5394 -0.13 1.05 4.02 0.572
H 3.0844 -2.8251 -2.2784 -1.20 -0.38 1.96 0.265
H 3.6138 -4.2797 -1.8388 -0.49 0.12 1.64 0.361
C 1.6019 -4.8320 -3.5511 2.68 1.03 -2.27 -1.155
H 1.7487 -3.8414 -4.2052 0.42 -2.40 1.02 0.255
H 0.6111 -5.1467 -3.8635 0.15 -0.72 0.13 0.350
H 2.5047 -5.6922 -3.6217 -2.57 2.37 -0.40 0.301
H 1.2559 -5.1016 -1.6213 -2.75 -5.31 4.72 0.531
H -0.4167 -4.1168 -0.0352 0.37 2.31 -2.89 0.169
H 0.6657 -2.5370 -0.2002 -1.17 -1.22 -1.00 -0.037
H -1.9736 -2.8295 -1.4126 -2.16 -0.63 -2.36 0.713
H -1.9489 -2.0877 0.1060 1.91 -0.19 -2.18 0.296
C -3.2427 -0.1582 -2.0978 -3.73 1.56 -12.60 -1.394
C -4.2729 -0.9519 -1.6287 -4.25 -3.78 1.81 0.529
C -5.0843 -0.7935 -0.4948 3.91 -0.32 -2.77 -0.586
C -5.5998 -2.0321 -0.4031 -5.27 -5.95 0.12 -0.543
C -5.5382 -2.9393 -1.5487 2.02 6.87 4.93 -0.230
O -4.6758 -2.2500 -2.2637 3.43 2.37 -2.41 -0.381
H -5.9263 -3.8724 -1.7924 -0.43 -1.19 -0.59 0.479
H -6.3042 -2.3774 0.3021 -0.59 0.12 1.42 0.409
H -4.8755 -0.0137 0.2081 -0.51 0.24 0.29 0.508
H -3.7272 0.8435 -2.5533 0.94 -1.76 1.55 0.446
H -2.9992 -0.5503 -3.4036 -0.74 0.45 3.59 0.235
H 3.2533 0.8563 3.6547 1.14 1.70 1.02 0.217
H 0.8958 5.1850 1.3923 1.25 -0.91 -0.05 0.131
H 3.4992 7.2705 2.2490 3.62 1.10 -1.77 0.465
H 1.9149 7.1993 2.0063 -4.84 2.44 -4.69 0.606
H 2.4635 7.6031 3.4653 -0.20 -0.79 0.99 0.383
```
Forces are in eV/Å.